Here is C43H51N10OPS4SeTeTi as an isolated structure from the OMol25 dataset. Energies are from ωB97M-V/def2-TZVPD.

Values from the calculation:
- ⟨S²⟩ = 0.759
- ΔE to the lowest compared entry with this formula, charge and spin (kJ/mol) = 7.61
- HOMO (alpha / beta) (eV) = -3.1 / -3.0
- LUMO (alpha / beta) (eV) = 1.89 / 1.42

Structure (ORCA input):
```
! RIJCOSX wB97M-V def2-TZVPD def2/J DEFGRID3
* xyz -1 2
Ti -0.656 0.612 1.326
S -2.507 4.850 0.950
C -2.057 3.264 1.044
S -1.619 2.485 2.549
S -1.923 2.191 -0.308
Se 0.145 -0.942 8.732
N 1.146 -0.036 7.557
C 0.635 -0.230 6.377
C 1.184 0.335 5.137
C 2.344 1.027 5.083
C 2.813 1.466 3.802
C 2.061 1.250 2.698
N 0.844 0.612 2.709
C 0.445 0.075 3.931
C -0.654 -0.740 3.874
N -1.211 -0.935 2.597
C -2.198 -1.899 2.539
C -2.684 -2.579 3.601
C -2.183 -2.306 4.915
C -1.184 -1.405 5.034
C -0.548 -1.090 6.325
N -0.958 -1.563 7.465
H 2.907 1.212 5.988
H 3.765 1.969 3.699
H 2.403 1.559 1.721
H -2.593 -2.094 1.553
H -3.466 -3.310 3.443
H -2.566 -2.813 5.789
C -6.857 -0.700 2.720
N -6.265 0.439 3.413
C -6.797 1.667 2.829
N -6.612 1.769 1.384
C -7.212 0.593 0.767
N -6.698 -0.680 1.266
C -5.285 -0.842 0.896
P -4.135 0.459 1.584
C -4.800 0.413 3.323
C -5.190 1.895 1.037
H -7.928 -0.710 2.939
H -6.410 -1.618 3.109
H -6.320 2.523 3.308
H -7.872 1.700 3.034
H -7.054 0.640 -0.313
H -8.288 0.621 0.965
H -5.205 -0.818 -0.196
H -4.949 -1.832 1.216
H -4.396 1.286 3.843
H -4.419 -0.474 3.834
H -5.093 2.008 -0.046
H -4.791 2.812 1.480
C -0.759 -2.737 -3.349
N -1.369 -1.435 -3.175
C -2.109 -0.845 -4.285
C -2.786 0.359 -3.625
N -2.780 -0.042 -2.225
C -1.860 -0.990 -1.991
S -1.411 -1.552 -0.467
H 0.061 -2.666 -4.065
H -1.502 -3.455 -3.715
H -0.374 -3.075 -2.391
H -2.829 -1.570 -4.681
H -1.428 -0.554 -5.085
H -3.801 0.519 -3.984
H -2.210 1.277 -3.765
H -2.981 0.625 -1.484
C 1.160 3.341 0.309
C 1.137 2.062 -0.497
O 1.544 2.179 -1.685
N 0.810 0.884 0.039
Te 1.649 -0.420 -1.742
C 2.558 -0.682 -3.727
C 2.117 0.084 -4.807
C 1.131 1.219 -4.661
C 2.641 -0.156 -6.079
C 3.592 -1.136 -6.303
C 4.168 -1.369 -7.674
C 4.004 -1.904 -5.219
C 3.499 -1.701 -3.941
C 3.987 -2.594 -2.829
C 3.503 -0.055 -0.783
C 3.697 -0.733 0.428
C 2.723 -1.714 1.035
C 4.875 -0.517 1.139
C 5.856 0.348 0.687
C 7.109 0.592 1.484
C 5.636 1.006 -0.514
C 4.476 0.831 -1.262
C 4.376 1.627 -2.539
H 0.591 4.103 -0.223
H 2.201 3.668 0.364
H 0.763 3.235 1.317
H 0.509 1.132 -3.771
H 0.489 1.283 -5.542
H 1.652 2.174 -4.562
H 2.296 0.451 -6.911
H 3.778 -0.648 -8.392
H 3.931 -2.370 -8.040
H 5.256 -1.278 -7.663
H 4.737 -2.690 -5.375
H 4.555 -3.430 -3.235
H 3.157 -2.995 -2.241
H 4.628 -2.050 -2.132
H 1.715 -1.658 0.628
H 2.640 -1.534 2.107
H 3.087 -2.736 0.890
H 5.010 -1.035 2.083
H 7.164 -0.076 2.343
H 7.141 1.618 1.856
H 8.001 0.439 0.875
H 6.385 1.700 -0.885
H 4.621 2.670 -2.334
H 3.385 1.611 -2.972
H 5.088 1.246 -3.276
*
```

Löwdin atomic charge list, values in e, 99 entries:
1 Ti 0.54
2 S 0.46
3 C -1.77
4 S 0.51
5 S 0.51
6 Se 1.03
7 N -0.24
8 C -0.32
9 C -0.12
10 C -0.03
11 C -0.06
12 C -0.15
13 N -0.07
14 C -0.21
15 C -0.19
16 N -0.07
17 C -0.25
18 C -0.10
19 C -0.03
20 C -0.11
21 C -0.32
22 N -0.24
23 H 0.10
24 H 0.09
25 H 0.09
26 H 0.00
27 H 0.10
28 H 0.10
29 C -0.21
30 N -0.15
31 C -0.20
32 N -0.15
33 C -0.21
34 N -0.16
35 C -0.33
36 P 0.97
37 C -0.32
38 C -0.33
39 H 0.12
40 H 0.12
41 H 0.13
42 H 0.12
43 H 0.12
44 H 0.12
45 H 0.08
46 H 0.07
47 H 0.08
48 H 0.07
49 H 0.08
50 H 0.07
51 C -0.07
52 N -0.17
53 C -0.12
54 C -0.12
55 N 0.01
56 C -0.78
57 S 0.69
58 H 0.09
59 H 0.09
60 H 0.05
61 H 0.12
62 H 0.12
63 H 0.12
64 H 0.12
65 H 0.00
66 C -0.04
67 C -0.77
68 O -0.14
69 N -0.29
70 Te 1.74
71 C -0.35
72 C -0.31
73 C -0.08
74 C -0.02
75 C -0.28
76 C -0.06
77 C -0.03
78 C -0.30
79 C -0.07
80 C -0.33
81 C -0.31
82 C -0.07
83 C -0.02
84 C -0.27
85 C -0.05
86 C -0.02
87 C -0.27
88 C -0.05
89 H 0.08
90 H 0.09
91 H 0.04
92 H 0.03
93 H 0.07
94 H 0.09
95 H 0.11
96 H 0.07
97 H 0.08
98 H 0.08
99 H 0.11

Here is C43H52Cl5HoN7O5S2Si3 as an isolated structure from the OMol25 dataset. Energies are from ωB97M-V/def2-TZVPD.

Values from the calculation:
- ⟨S²⟩ = 6.004
- HOMO (alpha / beta) (eV) = -3.5 / -3.5
- LUMO (alpha / beta) (eV) = 1.72 / 1.72

Structure (ORCA input):
```
! RIJCOSX wB97M-V def2-TZVPD def2/J DEFGRID3
* xyz -1 5
Ho 0.061 0.219 0.060
O 0.515 2.753 0.091
Cl 0.366 2.449 1.464
O 0.710 3.545 2.272
O -0.990 2.065 1.672
O 1.179 1.311 1.791
C -0.625 -3.077 3.781
Si -1.654 -1.544 3.176
C -3.253 -1.885 4.200
C -0.808 -0.044 4.016
C -1.878 -1.265 1.294
Si -2.233 -2.891 0.322
C -0.766 -4.074 -0.098
C -3.102 -2.587 -1.365
C -3.340 -4.152 1.259
Si -3.379 -0.116 1.064
C -3.803 1.307 2.291
C -5.105 -0.972 0.964
C -3.232 0.909 -0.566
C -4.352 1.398 -1.234
C -4.217 2.319 -2.254
C -2.942 2.765 -2.563
C -1.866 2.209 -1.891
N -1.997 1.286 -0.935
H -1.049 -3.481 4.696
H 0.409 -2.819 3.992
H -0.616 -3.888 3.059
H -3.042 -1.864 5.265
H -3.640 -2.872 3.968
H -4.045 -1.172 4.009
H -0.781 -0.146 5.097
H -1.325 0.882 3.787
H 0.218 0.061 3.668
H 0.092 -3.551 -0.495
H -1.086 -4.770 -0.866
H -0.438 -4.656 0.757
H -3.113 -1.532 -1.623
H -4.128 -2.938 -1.362
H -2.576 -3.099 -2.162
H -2.853 -4.482 2.169
H -3.529 -5.030 0.649
H -4.295 -3.725 1.534
H -3.938 0.937 3.302
H -4.723 1.811 2.000
H -3.012 2.045 2.308
H -5.174 -1.706 1.757
H -5.261 -1.492 0.027
H -5.929 -0.277 1.104
H -5.330 1.047 -0.943
H -5.078 2.701 -2.788
H -2.782 3.517 -3.318
H -0.852 2.517 -2.125
S -0.273 -1.552 -2.268
C 0.228 0.002 -3.462
N -0.255 -0.287 -4.619
N 0.219 0.379 -5.750
C 0.092 1.679 -6.101
C -0.671 2.590 -5.358
C -0.840 3.883 -5.800
C -0.262 4.317 -6.986
C 0.502 3.426 -7.724
C 0.683 2.130 -7.297
N 0.837 0.936 -2.896
N 1.483 0.869 -1.662
C 2.533 1.736 -1.609
C 3.378 1.747 -0.477
C 4.464 2.592 -0.419
C 4.757 3.455 -1.466
C 3.945 3.444 -2.592
C 2.862 2.603 -2.674
H 0.692 -0.234 -6.399
H -1.133 2.246 -4.447
H -1.438 4.575 -5.221
H -0.414 5.329 -7.335
H 0.964 3.748 -8.650
H 1.280 1.444 -7.886
H 3.150 1.092 0.357
H 5.108 2.594 0.454
H 5.594 4.137 -1.402
H 4.166 4.108 -3.417
H 2.234 2.589 -3.554
Cl 1.664 -2.113 -1.983
Cl 0.938 -8.585 1.334
C 2.127 -7.339 1.230
C 2.103 -6.436 0.172
C 3.066 -5.450 0.099
C 4.075 -5.354 1.058
C 5.124 -4.268 0.988
C 4.857 -3.174 2.065
N 3.572 -2.593 1.822
C 2.377 -3.168 2.146
C 1.414 -2.395 1.573
N 1.997 -1.352 0.908
C 3.293 -1.515 1.066
O 5.050 -3.713 -0.292
C 6.141 -2.944 -0.754
C 5.856 -2.782 -2.213
C 6.216 -3.707 -3.150
Cl 7.199 -5.074 -2.875
S 5.552 -3.366 -4.711
C 4.746 -1.982 -4.077
C 4.999 -1.796 -2.760
C 4.072 -6.276 2.106
Cl 5.293 -6.211 3.335
C 3.110 -7.263 2.205
H 1.339 -6.503 -0.584
H 3.049 -4.739 -0.713
H 6.122 -4.707 1.168
H 5.620 -2.396 1.997
H 4.877 -3.612 3.064
H 2.298 -4.044 2.754
H 0.352 -2.527 1.576
H 4.058 -0.878 0.670
H 7.090 -3.480 -0.599
H 6.201 -1.963 -0.262
H 4.115 -1.400 -4.717
H 4.579 -0.994 -2.183
H 3.133 -7.962 3.025
*
```

Löwdin atomic charge list, values in e, 99 entries:
1 Ho 1.42
2 O -0.32
3 Cl 0.60
4 O -0.24
5 O -0.37
6 O -0.41
7 C -0.18
8 Si 0.44
9 C -0.19
10 C -0.17
11 C -0.54
12 Si 0.41
13 C -0.22
14 C -0.22
15 C -0.18
16 Si 0.49
17 C -0.16
18 C -0.18
19 C -0.30
20 C -0.06
21 C -0.05
22 C -0.04
23 C -0.13
24 N -0.04
25 H 0.02
26 H 0.01
27 H 0.01
28 H 0.02
29 H 0.01
30 H 0.00
31 H 0.03
32 H 0.01
33 H 0.01
34 H -0.07
35 H 0.04
36 H 0.02
37 H 0.00
38 H 0.02
39 H 0.00
40 H 0.01
41 H 0.03
42 H 0.00
43 H 0.01
44 H 0.03
45 H 0.00
46 H 0.01
47 H 0.01
48 H 0.02
49 H 0.10
50 H 0.11
51 H 0.10
52 H 0.10
53 S 0.45
54 C -0.69
55 N -0.05
56 N -0.02
57 C -0.27
58 C -0.04
59 C -0.11
60 C -0.14
61 C -0.13
62 C -0.06
63 N -0.05
64 N -0.23
65 C -0.33
66 C -0.08
67 C -0.12
68 C -0.14
69 C -0.12
70 C -0.04
71 H 0.13
72 H 0.06
73 H 0.09
74 H 0.08
75 H 0.09
76 H 0.10
77 H 0.06
78 H 0.09
79 H 0.08
80 H 0.09
81 H 0.09
82 Cl 0.24
83 Cl 0.68
84 C -0.67
85 C -0.08
86 C 0.00
87 C -0.19
88 C -0.29
89 C -0.06
90 N -0.05
91 C -0.04
92 C -0.17
93 N -0.02
94 C -0.14
95 O -0.11
96 C -0.16
97 C -0.32
98 C -0.98
99 Cl 0.66

Across the entries above, energy takes the values -210755.533; -199814.720 eV, respectively.